Computed, not measured: a 16-piece molecular cluster, C64H72Cl16F8 overall in a non-equilibrium geometry, with ωB97M-V with the def2-TZVPD basis set.

Geometry (Å):
Cl 5.3931 1.4726 2.1809
C 3.9864 2.5269 1.7113
C 4.3076 3.5956 0.6776
Cl 5.4350 4.9097 1.2135
H 3.5138 2.9858 2.5873
H 3.3048 1.7998 1.2706
H 3.4481 4.1139 0.4002
H 4.7020 3.1877 -0.2382
Cl -5.8635 -3.5706 2.8757
C -5.2422 -4.5255 1.5026
C -4.0886 -3.7815 0.9064
Cl -4.5881 -2.1762 0.0536
H -6.0566 -4.6134 0.7537
H -4.9045 -5.4266 1.9740
H -3.6317 -4.3785 0.1417
H -3.2621 -3.6410 1.6524
Cl -2.0208 -3.6709 3.9495
C -1.3092 -5.1565 4.6396
C -0.5513 -6.0210 3.6545
Cl -1.5714 -6.4405 2.2450
H -2.1887 -5.6056 5.1114
H -0.6724 -4.8989 5.4583
H -0.3102 -6.9868 4.1360
H 0.3738 -5.6316 3.2429
Cl -1.9466 -5.9900 -1.7043
C -0.6097 -4.8433 -1.9025
C -0.2848 -4.4675 -0.4810
Cl 1.2614 -3.5075 -0.2116
H -0.8790 -3.9121 -2.4394
H 0.1290 -5.4080 -2.4451
H -0.1150 -5.2988 0.1761
H -1.0682 -3.8441 -0.0232
Cl -4.9815 7.4493 -0.3179
C -4.4793 5.6797 -0.2089
C -5.2698 4.9586 -1.2572
Cl -4.8382 3.2112 -1.2278
H -4.7874 5.2445 0.7619
H -3.3863 5.6077 -0.4676
H -5.0416 5.4260 -2.2010
H -6.3112 4.9559 -1.0560
Cl 4.5349 -0.2599 -2.9157
C 3.4829 -0.9870 -1.6068
C 3.1104 0.1315 -0.6129
Cl 2.3506 1.4243 -1.4601
H 4.0340 -1.7926 -1.1229
H 2.6474 -1.2594 -2.2352
H 4.0541 0.4641 -0.1254
H 2.4958 -0.3709 0.1318
Cl -6.1479 3.2687 2.6398
C -4.9839 1.9885 2.3082
C -4.4624 1.3619 3.6238
Cl -3.8973 -0.2662 3.1227
H -4.1122 2.4657 1.7741
H -5.4944 1.2989 1.6366
H -5.1828 1.2362 4.3585
H -3.6169 1.9228 4.0126
Cl 0.2088 0.6525 1.4377
C -0.8823 -0.7640 1.1213
C -1.4152 -0.6877 -0.2971
Cl -2.2201 0.8693 -0.5548
H -1.7009 -0.7444 1.8392
H -0.3636 -1.6906 1.2954
H -2.1612 -1.4321 -0.5394
H -0.6297 -0.7222 -1.0631
F -4.0140 -3.6986 -7.6617
C -3.6537 -3.2812 -6.4082
C -3.3198 -1.9701 -6.2589
C -2.9635 -1.5221 -5.0052
C -2.8505 -2.4058 -3.9587
C -3.2946 -3.7349 -4.1183
C -3.4862 -4.1874 -5.3923
H -3.2623 -1.3977 -7.1522
H -2.3168 -0.5967 -4.7138
H -2.6905 -2.0152 -2.9992
H -3.2329 -4.3693 -3.2263
H -3.7664 -5.1474 -5.7268
F 3.3340 -0.8220 6.8530
C 2.0790 -0.4920 6.4223
C 1.8744 0.7948 6.0395
C 0.6080 1.0149 5.4554
C -0.2688 0.0258 5.1657
C 0.0939 -1.2554 5.5723
C 1.2692 -1.5529 6.2718
H 2.5941 1.6183 6.1999
H 0.4019 2.0346 5.2098
H -1.2202 0.2448 4.7471
H -0.7029 -2.0329 5.4804
H 1.5700 -2.6419 6.5269
F -1.8244 6.1310 -2.2808
C -1.5455 5.4727 -3.4093
C -0.7607 6.0154 -4.4002
C -0.5030 5.2701 -5.5221
C -1.0477 4.0337 -5.6655
C -1.9681 3.4714 -4.6941
C -2.1188 4.2188 -3.5525
H -0.5512 7.0616 -4.2659
H 0.0694 5.7746 -6.3476
H -1.0288 3.4758 -6.5492
H -2.4421 2.4716 -4.8639
H -2.8002 3.9521 -2.7357
F 2.4578 -5.5179 -5.6015
C 3.6720 -5.1846 -5.1292
C 4.6892 -5.2671 -6.0351
C 5.9791 -4.9046 -5.6225
C 6.2335 -4.5274 -4.3362
C 5.2085 -4.6771 -3.4053
C 3.8905 -4.8642 -3.8048
H 4.4793 -5.5317 -7.1013
H 6.7558 -4.8962 -6.4840
H 7.2893 -4.4403 -4.0061
H 5.4766 -4.4266 -2.3809
H 3.1031 -4.8005 -3.0613
F 0.4186 -2.0699 -3.1764
C 0.3801 -1.4088 -4.3493
C 0.5099 -2.1155 -5.5248
C 0.4586 -1.3441 -6.7200
C 0.4296 0.0399 -6.6889
C 0.2946 0.6723 -5.4648
C 0.1743 -0.0593 -4.2886
H 0.6640 -3.1546 -5.5902
H 0.5808 -1.9394 -7.6197
H 0.6601 0.6983 -7.5531
H 0.2743 1.7571 -5.4118
H 0.1664 0.3659 -3.2381
F 1.7638 4.6735 6.4068
C 2.1317 5.2058 5.2520
C 3.1394 6.1402 5.2506
C 3.5268 6.6772 4.0533
C 2.8680 6.2396 2.8802
C 1.9061 5.2571 2.8833
C 1.4543 4.8245 4.1284
H 3.6676 6.2333 6.1507
H 4.2667 7.4600 3.9693
H 3.2202 6.5966 1.9052
H 1.5838 4.7829 1.9501
H 0.6723 4.0631 4.1931
F 2.5186 -4.4660 4.5966
C 3.1792 -3.7564 3.6330
C 2.6682 -2.5354 3.3565
C 3.4942 -1.6341 2.5903
C 4.5691 -2.1753 1.9651
C 4.9226 -3.4780 2.0916
C 4.2884 -4.2926 3.0369
H 1.7308 -2.2513 3.9034
H 3.0837 -0.6739 2.4124
H 5.2239 -1.6133 1.3093
H 5.7093 -3.8880 1.4747
H 4.6568 -5.3041 3.1907
F -2.0299 3.5078 5.1855
C -1.9334 4.0872 3.8882
C -1.6041 3.3056 2.8071
C -1.3999 4.0176 1.6187
C -1.6060 5.3407 1.5614
C -2.1169 6.0365 2.6327
C -2.2916 5.3841 3.8269
H -1.3529 2.2588 2.9684
H -1.0743 3.4523 0.7290
H -1.6068 5.8050 0.6189
H -2.4073 7.0182 2.4982
H -2.5715 5.9031 4.7762

=====

Computed, not measured: a 12-piece molecular cluster, C64H80N8O24 overall in a non-equilibrium geometry, with ωB97M-V with the def2-TZVPD basis set.

Geometry (Å):
O -2.4711 1.6995 -6.1371
N -2.2020 1.7702 -7.3570
O -2.9999 2.1623 -8.1801
C -0.9340 1.1898 -7.7728
C 0.0517 0.8433 -6.8175
C 1.1404 0.1420 -7.2571
C 1.3107 -0.2308 -8.5866
C 0.3678 0.1636 -9.5301
C -0.8062 0.7555 -9.1134
H -0.0151 1.1984 -5.7998
H 1.9943 -0.1492 -6.6635
H 2.2299 -0.6948 -8.9125
H 0.5137 0.0431 -10.5934
H -1.5031 1.0527 -9.8831
O -7.8381 0.5300 4.7989
N -7.8727 1.5768 4.1528
O -7.0628 1.8092 3.2299
C -8.8526 2.6136 4.4496
C -10.0036 2.2540 5.1750
C -11.1534 3.0727 5.2115
C -11.0541 4.3181 4.7042
C -9.8098 4.7088 4.1101
C -8.6884 3.9168 3.9966
H -10.0371 1.2554 5.5850
H -12.0586 2.6893 5.6588
H -11.9563 4.9072 4.6319
H -9.8525 5.6893 3.6593
H -7.7869 4.1411 3.4459
O 4.9183 7.3066 2.3989
N 5.1533 6.6966 1.3886
O 4.4903 6.9373 0.3595
C 6.1713 5.5689 1.3450
C 6.5922 5.0322 2.5502
C 7.4480 3.9852 2.6559
C 8.0220 3.4693 1.4817
C 7.7196 4.0546 0.2247
C 6.7098 5.0423 0.1464
H 6.2500 5.4582 3.4818
H 7.7175 3.5929 3.6254
H 8.6630 2.6027 1.5493
H 7.9939 3.6502 -0.7384
H 6.4618 5.3926 -0.8446
O 0.6297 -8.6683 -2.2509
N -0.4060 -8.0332 -1.9319
O -1.0581 -8.3272 -0.9546
C -0.8507 -6.8963 -2.7494
C -0.0273 -6.4048 -3.7737
C -0.5265 -5.3225 -4.5107
C -1.7099 -4.7785 -4.1889
C -2.5808 -5.2776 -3.2028
C -2.1436 -6.3664 -2.4706
H 0.8645 -6.9393 -4.0659
H 0.1109 -4.9591 -5.3032
H -2.0829 -3.9780 -4.8105
H -3.5016 -4.7809 -2.9344
H -2.7748 -6.7243 -1.6707
O 9.8528 -3.1704 6.2334
N 9.0345 -3.0795 5.2775
O 9.1425 -3.7486 4.2052
C 7.8364 -2.2354 5.4508
C 7.6951 -1.4219 6.6231
C 6.6024 -0.5124 6.7592
C 5.5776 -0.5178 5.8342
C 5.7221 -1.2861 4.6753
C 6.8281 -2.1501 4.4547
H 8.4466 -1.4900 7.3958
H 6.4673 0.1191 7.6249
H 4.6892 0.0495 6.0696
H 4.8533 -1.3631 4.0385
H 6.8486 -2.8308 3.6165
O -5.0448 4.4605 -0.9093
N -4.6333 5.2780 -1.7489
O -5.3402 6.0579 -2.3510
C -3.2035 5.3053 -2.0115
C -2.3174 4.4346 -1.3663
C -0.9680 4.4563 -1.6821
C -0.4267 5.3819 -2.5865
C -1.2903 6.1653 -3.2940
C -2.6851 6.1433 -3.0676
H -2.8058 3.7126 -0.7285
H -0.2967 3.8374 -1.1054
H 0.6283 5.3921 -2.8169
H -0.9488 6.8579 -4.0490
H -3.2860 6.8622 -3.6048
O 9.0984 1.2644 -6.4490
N 8.3875 1.4382 -5.4759
O 8.7164 1.0653 -4.3501
C 7.0353 2.0335 -5.7265
C 6.8089 2.8441 -6.8613
C 5.6481 3.6683 -6.9822
C 4.7010 3.6192 -5.9780
C 4.9409 2.8479 -4.8367
C 6.0947 2.0394 -4.6694
H 7.4786 2.9466 -7.7024
H 5.4983 4.3467 -7.8091
H 3.7731 4.1575 -6.1035
H 4.1571 2.8562 -4.0937
H 6.2899 1.4933 -3.7583
O -10.9369 5.2315 -1.8569
N -10.8264 4.1275 -1.3132
O -11.4594 3.8543 -0.2885
C -9.8667 3.2039 -1.9043
C -9.4329 3.3823 -3.1657
C -8.4183 2.5781 -3.7482
C -7.8994 1.5417 -2.9306
C -8.4930 1.2622 -1.7338
C -9.4613 2.0810 -1.1602
H -9.8343 4.1782 -3.7754
H -8.0607 2.6510 -4.7647
H -7.2267 0.7862 -3.3090
H -8.0989 0.3886 -1.2358
H -9.7901 1.8579 -0.1560
C -2.3947 -0.3478 -0.9451
O -0.9980 -0.2073 -0.5260
C -0.0245 -1.1390 -1.0028
C 1.2787 -0.8661 -0.2143
O 1.8346 0.4015 -0.6841
C 2.9837 0.8552 0.0569
H -2.4197 0.0937 -1.9414
H -3.1347 0.1410 -0.3114
H -2.5334 -1.4250 -1.0372
H 0.1167 -1.0155 -2.0766
H -0.3269 -2.1853 -0.9590
H 2.0235 -1.5891 -0.5470
H 1.0661 -0.9349 0.8525
H 3.2661 1.8591 -0.2603
H 3.8851 0.2716 -0.1303
H 2.7878 0.9057 1.1280
C -4.5069 -4.6977 2.6149
O -3.5304 -5.2482 3.5051
C -2.8991 -6.4363 2.9665
C -2.4230 -7.4087 4.0602
O -1.3392 -6.9288 4.8203
C -1.5109 -5.7771 5.6144
H -4.0027 -4.3682 1.7065
H -4.9489 -3.8603 3.1546
H -5.2636 -5.4377 2.3542
H -2.0549 -6.1917 2.3219
H -3.5824 -6.8607 2.2309
H -2.0313 -8.3128 3.5942
H -3.2274 -7.6229 4.7638
H -1.6081 -4.8606 5.0325
H -0.5933 -5.6177 6.1808
H -2.2998 -5.9026 6.3560
C 0.9874 2.5839 4.1488
O 0.4526 1.4586 4.8090
C -0.8656 1.1272 4.3564
C -1.3177 -0.3330 4.7701
O -1.5302 -0.5932 6.1418
C -0.3438 -0.4998 6.8137
H 0.9405 2.4882 3.0640
H 1.9721 2.8069 4.5594
H 0.4559 3.5111 4.3632
H -0.8408 1.1119 3.2668
H -1.5717 1.8563 4.7537
H -0.7808 -1.1558 4.2982
H -2.3547 -0.4603 4.4593
H 0.4484 -1.0442 6.2998
H -0.3109 -0.8196 7.8553
H -0.1350 0.5647 6.9195
C 6.9952 -3.1702 -0.7081
O 5.5969 -3.6117 -0.5200
C 5.5135 -4.9645 -0.2250
C 4.0704 -5.1694 0.3933
O 3.9189 -4.4976 1.6641
C 2.5782 -4.6586 2.1795
H 7.0180 -2.1571 -1.1098
H 7.4581 -3.6022 -1.5954
H 7.6283 -3.3736 0.1555
H 6.1939 -5.2671 0.5709
H 5.6979 -5.6979 -1.0100
H 3.8703 -6.2408 0.4059
H 3.3934 -4.7275 -0.3378
H 2.1421 -5.6008 1.8477
H 1.9254 -3.9423 1.6807
H 2.4998 -4.4214 3.2405

Results
SMILES	O=[N+]([O-])c1ccccc1.O=[N+]([O-])c1ccccc1.O=[N+]([O-])c1ccccc1.O=[N+]([O-])c1ccccc1.O=[N+]([O-])c1ccccc1.O=[N+]([O-])c1ccccc1.O=[N+]([O-])c1ccccc1.O=[N+]([O-])c1ccccc1.COCCOC.COCCOC.COCCOC.COCCOC
energy relative to the best compared isomer or geometry (same formula, charge and spin)	116.29	kcal/mol

=====

Computed, not measured: C64H82GeP2PbSSi as an isolated structure, with ωB97M-V with the def2-TZVPD basis set.

Geometry (Å):
Pb -0.7467 0.3503 0.8117
C 0.5105 -2.9232 -0.5099
Si 1.3150 -1.4770 0.4706
C 3.0762 -1.3031 -0.4123
C 4.2847 -1.5810 0.2500
C 5.5182 -1.5222 -0.3858
C 5.5890 -1.1574 -1.7198
C 4.4215 -0.8210 -2.3886
C 3.1747 -0.8726 -1.7582
P 1.5610 -0.3977 -2.5050
C 1.3641 -1.5871 -3.9581
C -0.0782 -1.4362 -4.5385
C -0.1074 -1.2598 -6.0608
C 0.9731 -0.2769 -6.5071
C 2.3769 -0.8439 -6.2359
C 2.3813 -1.8500 -5.0775
C 1.8880 1.3979 -2.9337
C 0.5504 2.1292 -3.1145
C 0.7456 3.6424 -3.0258
C 1.7716 4.1361 -4.0433
C 3.0912 3.3905 -3.8784
C 2.8872 1.8756 -3.9881
C 1.9708 -2.5489 2.0163
C 2.5245 -3.8040 1.7113
C 3.0861 -4.6451 2.6580
C 3.1860 -4.2185 3.9746
C 2.6656 -2.9819 4.3160
C 2.0103 -2.1733 3.3790
P 1.1808 -0.6219 3.8684
C 0.3954 -0.7159 5.5855
C -1.1101 -0.9658 5.3466
C -1.4270 -2.4542 5.2407
C -1.0936 -3.1375 6.5646
C 0.3948 -2.9762 6.8726
C 0.8491 -1.5088 6.8269
C 2.6413 0.5616 3.8759
C 4.0512 0.1160 4.2989
C 4.3569 0.3161 5.7832
C 4.0816 1.7609 6.1968
C 2.6151 2.0924 5.9323
C 2.2887 1.9446 4.4437
H 1.2474 -3.6279 -0.9108
H -0.0644 -2.5121 -1.3468
H -0.1880 -3.4720 0.1323
H 4.2690 -1.8489 1.2979
H 6.4236 -1.7622 0.1616
H 6.5438 -1.1223 -2.2338
H 4.4951 -0.5049 -3.4193
H 1.3841 -2.4994 -3.3534
H -0.5747 -0.5862 -4.0617
H -0.6744 -2.3106 -4.2636
H -1.0925 -0.8864 -6.3546
H 0.0368 -2.2196 -6.5718
H 0.8239 0.6540 -5.9509
H 0.8653 -0.0380 -7.5687
H 3.0769 -0.0339 -6.0320
H 2.7452 -1.3511 -7.1334
H 3.3831 -1.9526 -4.6628
H 2.1272 -2.8352 -5.4873
H 2.2736 1.7148 -1.9565
H -0.1512 1.7864 -2.3503
H 0.1037 1.8755 -4.0858
H 1.0800 3.8994 -2.0141
H -0.2083 4.1397 -3.1917
H 1.9360 5.2136 -3.9373
H 1.3838 3.9650 -5.0560
H 3.5088 3.6187 -2.8905
H 3.8159 3.7238 -4.6295
H 3.8537 1.3832 -3.8796
H 2.5043 1.6538 -4.9869
H 2.5173 -4.1342 0.6776
H 3.4771 -5.6133 2.3651
H 3.6700 -4.8365 4.7239
H 2.8061 -2.6119 5.3236
H 0.4824 0.3476 5.8280
H -1.4296 -0.4486 4.4396
H -1.6843 -0.5467 6.1851
H -0.8226 -2.8905 4.4348
H -2.4787 -2.5989 4.9797
H -1.3506 -4.2009 6.5335
H -1.6927 -2.6798 7.3624
H 0.9460 -3.5657 6.1425
H 0.6258 -3.3847 7.8616
H 1.9320 -1.4540 6.9541
H 0.4122 -1.0063 7.7011
H 2.6898 0.6871 2.7857
H 4.7696 0.7172 3.7261
H 4.2177 -0.9235 4.0163
H 5.3998 0.0470 5.9779
H 3.7308 -0.3493 6.3860
H 4.7133 2.4289 5.5994
H 4.3319 1.9210 7.2501
H 2.3816 3.1107 6.2565
H 1.9959 1.4152 6.5288
H 2.8654 2.6952 3.8902
H 1.2360 2.1680 4.2469
C -3.9748 -3.0038 0.2400
S -2.9864 -3.0761 1.7446
C -2.7687 -4.8650 1.8854
H -4.9815 -3.3888 0.4066
H -3.4843 -3.5600 -0.5603
H -4.0194 -1.9568 -0.0516
H -2.4614 -5.2746 0.9223
H -3.6844 -5.3549 2.2217
H -1.9777 -5.0345 2.6160
C 1.9272 4.8005 0.8016
C 2.6368 3.6107 0.6836
C 1.9569 2.3970 0.5929
C 0.5573 2.3141 0.6051
C -0.1232 3.5339 0.7219
C 0.5366 4.7555 0.8204
H 2.4501 5.7479 0.8687
H 3.7227 3.6286 0.6581
H 2.5450 1.4833 0.5053
H -1.2135 3.5319 0.7359
H -0.0309 5.6774 0.9120
C -1.6311 0.0318 -1.3440
Ge -3.3794 0.6971 -1.6009
C -4.7293 1.4990 -0.2987
C -5.8282 2.2208 -0.7810
C -6.7768 2.7630 0.0770
C -6.6419 2.6044 1.4541
C -5.5561 1.8999 1.9556
C -4.6165 1.3510 1.0844
C -4.5843 -0.5714 -2.6084
C -4.0492 -1.2951 -3.6821
C -4.7935 -2.2433 -4.3747
C -6.1061 -2.5067 -4.0006
C -6.6527 -1.8223 -2.9222
C -5.8991 -0.8722 -2.2381
C -3.3416 2.2914 -2.8457
C -3.2815 3.5951 -2.3423
C -3.1716 4.7006 -3.1796
C -3.1223 4.5288 -4.5573
C -3.1706 3.2429 -5.0835
C -3.2737 2.1462 -4.2336
H -1.7783 -1.0675 -1.3171
H -5.9379 2.3586 -1.8532
H -7.6240 3.3112 -0.3238
H -7.3774 3.0296 2.1277
H -5.4414 1.7790 3.0277
H -3.7724 0.7990 1.4886
H -3.0140 -1.1186 -3.9655
H -4.3489 -2.7844 -5.2032
H -6.6951 -3.2375 -4.5433
H -7.6716 -2.0318 -2.6106
H -6.3471 -0.3551 -1.3961
H -3.3234 3.7483 -1.2675
H -3.1097 5.6981 -2.7576
H -3.0429 5.3878 -5.2144
H -3.1210 3.0975 -6.1577
H -3.3006 1.1485 -4.6638

Results
charge	-2
energy relative to the best compared isomer or geometry (same formula, charge and spin)	0.00	kcal/mol

=====

Number 1: frontier orbital gap 0.3475 Eh, HOMO -9.154 eV. Number 2: frontier orbital gap 0.3130 Eh, HOMO -9.565 eV. Number 3: frontier orbital gap 0.1479 Eh, HOMO -0.049 eV.